Formula: C5H12O
Source: OMol25
Level of theory: ωB97M-V/def2-TZVPD

Summary:
SMILES: CCOC(C)C
E_LUMO in eV: 1.14
Frontier orbital gap in eV: 10.5771
Energy above the lowest of the compared OMol25 structures with the same formula, charge and spin in eV: 2.041
Largest force on an atom in eV/Å: 1.26
Energy in Ha: -272.87366

CARTESIAN COORDINATES (ANGSTROEM)
C: 1.73920 -0.04376 -0.97627
C: 1.56728 0.34615 0.61207
O: 0.27092 0.35277 1.17859
C: -0.67269 0.31136 0.14709
C: -0.64244 -1.13895 -0.47173
C: -2.07396 0.51031 0.70606
H: 0.94407 -0.28381 -1.70640
H: 2.43387 -0.87904 -1.10081
H: 2.13508 0.86265 -1.41202
H: 2.16776 -0.22406 1.34835
H: 1.95981 1.36846 0.65020
H: -0.44705 1.15311 -0.53738
H: -1.36858 -1.19222 -1.28181
H: -0.91773 -1.74900 0.38178
H: 0.23867 -1.66948 -0.85952
H: -2.25334 1.47207 1.19803
H: -2.28403 -0.28198 1.42794
H: -2.77848 0.41922 -0.12541

Cartesian forces (eV/Å) of the 6 atoms listed first:
C 0.724 0.482 0.452
C 0.368 0.000 -0.744
O 0.052 -0.112 -0.155
C -0.267 -0.598 -0.460
C -0.724 -0.054 0.272
C -0.077 -0.088 0.000

---

Formula: C8H12O6Rb
Source: OMol25
Level of theory: ωB97M-V/def2-TZVPD

Summary:
Net charge: +1
E_LUMO in eV: -2.99
Frontier orbital gap in eV: 11.2091
Energy above the lowest of the compared OMol25 structures with the same formula, charge and spin in eV: 0.000
Largest force on an atom in eV/Å: 1.97
Energy in Ha: -787.43790

CARTESIAN COORDINATES (ANGSTROEM)
Rb: 0.81110 -1.33715 -4.04151
C: 1.38843 1.28127 0.66113
C: 0.76778 2.21703 -0.37694
C: 1.74496 3.21222 -0.98415
O: 1.68817 2.94758 -2.39192
C: 0.78261 2.00460 -2.63679
O: 0.51780 1.57737 -3.72015
O: 0.27271 1.48556 -1.50222
H: 1.96754 0.50655 0.16116
H: 0.60567 0.80840 1.25578
H: 1.97133 1.88311 1.35694
H: -0.05663 2.75820 0.09112
H: 2.76352 3.09698 -0.61949
H: 1.42307 4.23671 -0.80634
C: -1.40909 -2.59539 2.60293
C: -1.60530 -2.51548 1.07676
C: -1.91724 -1.12752 0.55289
O: -1.00969 -0.98958 -0.55595
C: -0.08832 -1.96791 -0.52043
O: 0.83507 -2.06485 -1.27757
O: -0.37214 -2.83910 0.45140
H: -0.76262 -1.77587 2.91774
H: -0.95576 -3.54453 2.87835
H: -2.37365 -2.54050 3.10834
H: -2.36540 -3.25999 0.82615
H: -1.69220 -0.38661 1.31910
H: -2.93172 -1.07110 0.17365

Cartesian forces (eV/Å) of the 6 atoms listed first:
Rb -0.024 0.210 0.100
C -0.671 0.246 -0.288
C 0.076 -0.195 1.085
C 0.029 0.376 -0.012
O -0.113 0.185 -0.034
C 0.402 -0.461 0.582

---

Formula: C6H4N2
Source: OMol25
Level of theory: ωB97M-V/def2-TZVPD

Summary:
SMILES: [H]/N=C1\N=CC=C1C#C
E_LUMO in eV: -0.95
Frontier orbital gap in eV: 8.6172
Energy above the lowest of the compared OMol25 structures with the same formula, charge and spin in eV: 3.025
Largest force on an atom in eV/Å: 4.76
Energy in Ha: -340.40853

CARTESIAN COORDINATES (ANGSTROEM)
C: 0.68849 0.00291 -0.76521
C: 0.78927 1.86426 0.26607
C: -0.52556 1.15722 0.70702
C: -0.46217 -0.05650 0.12215
C: -1.26473 -1.24128 0.40510
C: -1.66936 -2.41270 0.52705
H: 1.92699 -0.50406 -1.93558
H: 1.36295 2.69290 0.86730
H: -1.24262 1.50179 1.37990
H: -2.18103 -3.32981 0.60968
N: 1.09315 -0.88349 -1.53148
N: 1.48462 1.20875 -0.65199

Cartesian forces (eV/Å) of the 6 atoms listed first:
C 1.324 0.410 -0.780
C 1.725 -0.058 0.537
C 2.748 -0.184 -1.391
C -1.406 0.202 1.209
C -0.224 -3.080 -0.427
C 1.169 4.596 -0.455